# 1
C37H42PtSb3Se4Si2 | wB97M-V/def2-TZVPD

## Properties
LUMO energy (alpha / beta): 0.084 / 0.021 Ha
frontier orbital gap (alpha / beta): 6.095 / 5.141 eV

```
! wB97M-V def2-TZVPD RIJCOSX def2/J DEFGRID3
* xyz -1 5
Pt 1.18749 1.11156 0.45472
C 4.59509 1.27108 1.83941
Si 2.96738 0.23366 1.76032
C 3.52858 -1.55211 1.28799
C 2.21207 -0.03785 3.49009
C 2.94738 -0.71136 4.44990
C 2.40238 -0.98720 5.69001
C 1.10959 -0.58348 5.97308
C 0.37523 0.08852 5.01648
C 0.91092 0.36688 3.76791
Si -0.09688 1.35046 2.46698
C -1.89196 0.64323 2.48959
C -0.39347 3.06416 3.30105
H 5.20841 0.90170 2.65818
H 4.40588 2.33122 2.02276
H 5.16652 1.17116 0.91142
H 4.34385 -1.85907 1.93524
H 3.86776 -1.62556 0.25764
H 2.70061 -2.24993 1.42280
H 3.95687 -1.02945 4.23292
H 2.98135 -1.51756 6.43238
H 0.68048 -0.78845 6.94422
H -0.63203 0.40051 5.24908
H -2.16223 0.43413 3.51779
H -1.99936 -0.27981 1.92736
H -2.60035 1.37124 2.10772
H -1.05919 2.96497 4.15456
H -0.83675 3.77763 2.60940
H 0.54359 3.48817 3.64949
C -0.78942 -1.40963 -2.13341
C -2.15565 -0.75901 -2.14511
C -2.25157 0.43746 -1.22553
Sb -0.57050 1.79995 -1.31932
C -0.30084 1.80254 -3.46905
C 0.93525 1.85538 -4.09312
C 1.02417 1.85153 -5.47495
C -0.12296 1.76832 -6.24065
C -1.36261 1.70113 -5.62510
C -1.45299 1.74086 -4.24588
C -1.84766 3.51430 -1.28446
C -1.73622 4.50715 -2.24454
C -2.72191 5.47287 -2.34538
C -3.80998 5.45600 -1.48818
C -3.88672 4.49937 -0.48945
C -2.90415 3.53394 -0.38677
Sb 0.08363 -1.70952 -0.15143
C -1.45131 -2.86227 0.81835
C -2.46059 -3.54464 0.17114
C -3.42141 -4.22285 0.90169
C -3.34783 -4.26614 2.28462
C -2.32266 -3.60478 2.94024
C -1.39390 -2.89388 2.20304
C 1.11779 -3.44823 -0.87891
C 1.72780 -3.43731 -2.12317
C 2.32373 -4.58249 -2.61972
C 2.32728 -5.74325 -1.86628
C 1.73691 -5.75211 -0.61386
C 1.13513 -4.60792 -0.12235
H -0.08274 -0.76344 -2.66597
H -0.80880 -2.37088 -2.65432
H -2.91037 -1.49287 -1.84066
H -2.38733 -0.46009 -3.17372
H -2.31606 0.09216 -0.19124
H -3.15815 1.00483 -1.43489
H 1.85702 1.90023 -3.52437
H 1.99570 1.92386 -5.94204
H -0.05950 1.76219 -7.31987
H -2.26335 1.62322 -6.22177
H -2.43077 1.72841 -3.77842
H -0.87918 4.52814 -2.90845
H -2.64527 6.23612 -3.10654
H -4.59832 6.18782 -1.59397
H -4.72023 4.49595 0.20120
H -2.96636 2.78167 0.39172
H -2.50214 -3.55188 -0.91028
H -4.24307 -4.70525 0.38892
H -4.09369 -4.80823 2.84857
H -2.25348 -3.63195 4.02007
H -0.60705 -2.33809 2.70549
H 1.74800 -2.52530 -2.70825
H 2.78746 -4.56636 -3.59631
H 2.78609 -6.64153 -2.25687
H 1.74718 -6.65536 -0.01937
H 0.66521 -4.61696 0.85260
Se 2.61349 4.60359 -2.76138
Sb 3.36019 3.14215 -0.91595
Se 2.56659 0.27506 -1.47477
Se 1.67637 3.81607 0.87725
Se 5.60252 4.18148 -0.03937
*
```

***

# 2
C37H43AsBr2NOTeTi | wB97M-V/def2-TZVPD

## Properties
LUMO energy: -0.129 Ha
energy relative to the best compared isomer or geometry (same formula, charge and spin): 0.00 kJ/mol
frontier orbital gap: 6.882 eV

```
! wB97M-V def2-TZVPD RIJCOSX def2/J DEFGRID3
* xyz 1 1
Ti -0.30487 -0.12450 -0.14165
C -1.78013 1.71928 0.12640
C -1.57774 1.52801 -1.24934
C -2.06786 0.22986 -1.58948
C -2.62587 -0.35477 -0.42256
C -2.42172 0.54709 0.65078
C -2.97205 0.38306 2.02985
C -3.33420 -1.66314 -0.34259
C -2.45614 -0.20897 -2.96623
C -1.10500 2.54676 -2.23206
C -1.57364 3.02462 0.82857
H -3.97719 0.80598 2.08450
H -2.36859 0.88391 2.78680
H -3.04271 -0.66909 2.29973
H -4.40667 -1.51588 -0.49084
H -3.17951 -2.13966 0.62373
H -2.98376 -2.35721 -1.10555
H -3.49712 0.08438 -3.12785
H -2.39900 -1.28857 -3.07816
H -1.85549 0.25692 -3.74071
H -1.94796 3.17873 -2.52666
H -0.71624 2.07903 -3.13438
H -0.33967 3.20153 -1.81535
H -1.98766 3.00645 1.83184
H -2.10437 3.80814 0.28481
H -0.52240 3.30973 0.88762
Br -1.44624 -4.71533 1.49354
C 0.27181 -3.98726 1.26381
C 1.39872 -4.79827 1.52481
C 2.66113 -4.29594 1.38930
Br 4.13687 -5.40860 1.74016
C 2.86343 -2.94806 0.98232
C 4.12040 -2.32926 0.80215
C 4.18181 -1.02112 0.41113
C 2.98571 -0.32042 0.17732
N 1.79900 -0.87028 0.32407
C 1.72369 -2.16808 0.73000
C 0.41562 -2.68184 0.87011
O -0.60692 -1.86738 0.61163
H 1.24702 -5.82266 1.83231
H 5.02224 -2.90038 0.97461
H 5.12754 -0.52063 0.26659
H 3.00985 0.71002 -0.15513
C -0.21551 1.11907 -8.42287
C 0.07991 0.75481 -6.99597
C 0.78476 1.61421 -6.16572
C 1.07785 1.28638 -4.84477
C 1.97550 2.21358 -4.06935
C 0.59805 0.07360 -4.32891
Te 1.14479 -0.45220 -2.35921
C -0.05965 -0.84023 -5.16244
C -0.49077 -2.22027 -4.74586
C -0.31019 -0.47296 -6.48117
H 0.01180 2.16572 -8.61795
H -1.26513 0.94677 -8.66178
H 0.37882 0.51358 -9.10879
H 1.13811 2.55954 -6.56056
H 2.14920 3.12648 -4.63706
H 2.94512 1.74422 -3.88779
H 1.57424 2.48956 -3.09423
H -0.46078 -2.37292 -3.66730
H 0.16431 -2.96638 -5.19990
H -1.50202 -2.42682 -5.09709
H -0.83039 -1.17465 -7.12455
C 2.28343 0.30924 3.16060
As 0.40990 0.43728 2.64244
C -0.20628 -1.13011 3.62464
C -0.01427 1.96540 3.83456
C 0.02018 1.67230 5.30296
C -1.11818 1.19875 5.95223
C -1.09426 0.90839 7.30650
C 0.07348 1.08686 8.03520
C 1.20967 1.56732 7.40379
C 1.18159 1.85890 6.04739
H 2.30519 0.33076 4.25039
H 2.85431 1.15053 2.76873
H 2.72807 -0.62309 2.82433
H -0.17974 -0.90357 4.69012
H 0.48517 -1.94390 3.40804
H -1.20568 -1.43116 3.32853
H -0.97873 2.37372 3.55362
H 0.74072 2.70998 3.56801
H -2.03822 1.06126 5.39422
H -1.98899 0.54727 7.79548
H 0.09347 0.86268 9.09289
H 2.11832 1.72531 7.96889
H 2.06868 2.25858 5.56976
*
```

***

# 3
C37H43CuN6O2S2 | wB97M-V/def2-TZVPD

## Properties
LUMO energy (alpha / beta): 0.089 / 0.013 Ha
energy relative to the best compared isomer or geometry (same formula, charge and spin): 0.00 kJ/mol
frontier orbital gap (alpha / beta): 6.840 / 4.760 eV

```
! wB97M-V def2-TZVPD RIJCOSX def2/J DEFGRID3
* xyz -1 2
Cu -0.95052 -0.72745 -0.42931
C 0.93218 -2.61650 2.51961
C 2.10635 -1.76814 3.01346
C 3.44054 -2.42738 2.63880
C 2.11373 -0.26007 2.73435
C 2.71884 0.50086 3.73622
C 2.73445 1.87950 3.70341
C 2.09822 2.52599 2.65581
C 1.48002 1.82588 1.62954
C 0.74376 2.66500 0.59480
C -0.75129 2.68091 0.91036
C 1.02118 2.33516 -0.87055
C 1.53547 0.41212 1.64140
N 0.97342 -0.33439 0.58087
C 1.79784 -1.06915 -0.09428
C 1.39808 -1.91630 -1.15701
C 2.15850 -2.85449 -1.86042
C 1.28578 -3.44444 -2.76650
C 0.02806 -2.83081 -2.56983
N 0.09686 -1.90546 -1.61347
C -1.24031 -3.14360 -3.33155
C -1.79377 -4.48697 -2.83602
C -2.29546 -2.06153 -3.11379
C -0.92834 -3.24545 -4.82898
H 1.04674 -3.61864 2.94121
H 0.88191 -2.72787 1.44021
H -0.03174 -2.23378 2.85433
H 2.04073 -1.81130 4.10746
H 3.50644 -2.60137 1.56397
H 3.52784 -3.39779 3.13115
H 4.29121 -1.81229 2.93674
H 3.16509 -0.01847 4.57724
H 3.21454 2.44417 4.49191
H 2.07243 3.61012 2.62892
H 1.11551 3.68614 0.74591
H -1.16571 1.67728 0.83784
H -1.29087 3.32656 0.21535
H -0.92702 3.03649 1.92625
H 0.59606 1.37857 -1.17251
H 2.09413 2.31010 -1.06915
H 0.57983 3.10844 -1.50404
H 2.86388 -1.04860 0.14741
H 3.20187 -3.07990 -1.70340
H 1.51043 -4.23074 -3.46822
H -2.01190 -4.43652 -1.76880
H -1.07167 -5.28893 -2.99827
H -2.71596 -4.74036 -3.36565
H -2.58942 -1.99923 -2.06562
H -3.18152 -2.29079 -3.71097
H -1.92051 -1.07965 -3.40551
H -0.25532 -4.07696 -5.04157
H -0.45697 -2.32938 -5.18831
H -1.85084 -3.40421 -5.39256
N -1.74723 2.82462 5.86114
C -2.11578 1.83790 4.94035
C -1.13434 1.07008 4.31055
C -1.49729 0.07777 3.42472
C -2.83890 -0.17126 3.15893
C -3.81924 0.58892 3.77124
C -3.45784 1.58809 4.66407
S -3.24127 -1.39022 1.93929
O -2.39195 -2.52548 2.18984
O -4.66747 -1.58324 1.96166
N -2.70166 -0.73013 0.57317
C -3.32981 0.28324 -0.05330
N -4.44859 0.87357 0.39528
C -4.94022 1.84239 -0.35751
C -4.36453 2.27001 -1.54419
C -3.17200 1.64806 -1.88475
N -2.64122 0.68973 -1.15605
H -0.80850 3.17244 5.74172
H -2.41884 3.56790 5.97538
H -0.08472 1.27433 4.49457
H -0.74188 -0.49594 2.90425
H -4.85426 0.40023 3.52695
H -4.22212 2.19001 5.14378
H -5.84407 2.31530 0.01582
H -4.79840 3.05541 -2.14481
H -2.60855 1.94522 -2.76402
S 1.21832 0.05708 -3.87992
C 2.48888 1.21102 -3.99801
C 3.70611 0.97296 -3.33698
C 4.73349 1.89527 -3.39848
C 4.57485 3.06558 -4.13189
C 3.37862 3.31676 -4.79508
C 2.34149 2.40622 -4.72127
H 3.81017 0.05544 -2.77200
H 5.66162 1.70448 -2.87568
H 5.38310 3.78292 -4.18540
H 3.25380 4.23235 -5.35814
H 1.39746 2.59661 -5.21350
*
```